{"formula": "C55H124N6O4", "method": "the ωB97M-V functional and the def2-TZVPD basis", "symbols": ["C", "C", "C", "O", "H", "H", "H", "H", "H", "H", "H", "C", "C", "C", "N", "C", "C", "C", "C", "C", "C", "H", "H", "H", "H", "H", "H", "H", "H", "H", "H", "H", "H", "H", "H", "H", "H", "H", "H", "H", "H", "C", "C", "C", "N", "C", "C", "C", "C", "C", "C", "H", "H", "H", "H", "H", "H", "H", "H", "H", "H", "H", "H", "H", "H", "H", "H", "H", "H", "H", "H", "C", "C", "C", "N", "C", "C", "C", "C", "C", "C", "H", "H", "H", "H", "H", "H", "H", "H", "H", "H", "H", "H", "H", "H", "H", "H", "H", "H", "H", "H", "C", "C", "C", "N", "C", "C", "C", "C", "C", "C", "H", "H", "H", "H", "H", "H", "H", "H", "H", "H", "H", "H", "H", "H", "H", "H", "H", "H", "H", "H", "C", "C", "C", "N", "C", "C", "C", "C", "C", "C", "H", "H", "H", "H", "H", "H", "H", "H", "H", "H", "H", "H", "H", "H", "H", "H", "H", "H", "H", "H", "C", "N", "C", "C", "C", "C", "O", "H", "H", "H", "H", "H", "H", "H", "H", "H", "H", "H", "H", "H", "H", "C", "C", "O", "O", "H", "H", "H"], "positions_angstrom": [[-0.307, 4.010, -2.111], [2.104, 3.057, -1.364], [2.038, 1.736, -2.086], [3.021, 3.764, -1.538], [-0.498, 4.048, -3.207], [-0.308, 4.923, -1.548], [-0.401, 3.124, -1.521], [1.271, 3.045, -0.553], [2.673, 1.103, -1.462], [2.454, 1.774, -3.154], [1.126, 1.084, -2.097], [-6.869, -5.344, -2.625], [-7.242, -4.439, -3.852], [-6.927, -2.966, -3.416], [-6.734, -1.978, -4.472], [-6.613, -0.606, -3.832], [-6.383, 0.532, -4.779], [-5.039, 0.342, -5.520], [-4.962, -1.057, -6.225], [-5.347, -2.107, -5.173], [-7.894, -2.131, -5.396], [-5.826, -5.141, -2.362], [-7.082, -6.373, -2.867], [-7.534, -5.002, -1.790], [-8.279, -4.616, -4.006], [-6.642, -4.639, -4.702], [-6.174, -2.966, -2.622], [-7.798, -2.596, -2.881], [-5.816, -0.657, -3.167], [-7.599, -0.484, -3.271], [-6.429, 1.439, -4.147], [-7.234, 0.611, -5.488], [-4.275, 0.449, -4.683], [-4.925, 1.162, -6.251], [-3.942, -1.301, -6.585], [-5.662, -1.048, -7.098], [-4.677, -1.999, -4.313], [-5.366, -3.136, -5.562], [-8.883, -2.060, -4.838], [-7.891, -3.036, -5.935], [-7.868, -1.310, -6.103], [5.695, 7.808, -2.961], [5.097, 7.235, -4.293], [3.646, 7.166, -3.969], [2.596, 6.898, -5.040], [1.318, 6.743, -4.318], [0.110, 6.549, -5.171], [-0.032, 7.619, -6.273], [1.301, 7.831, -7.006], [2.442, 8.005, -5.973], [2.957, 5.596, -5.638], [6.792, 7.800, -2.992], [5.212, 7.395, -2.088], [5.511, 8.900, -2.961], [5.535, 6.351, -4.734], [5.310, 7.980, -5.061], [3.409, 8.142, -3.497], [3.370, 6.341, -3.311], [1.234, 7.658, -3.739], [1.531, 5.913, -3.598], [-0.689, 6.551, -4.455], [0.080, 5.626, -5.650], [-0.395, 8.571, -5.850], [-0.841, 7.293, -6.891], [1.218, 8.749, -7.579], [1.590, 7.008, -7.720], [2.310, 8.920, -5.380], [3.400, 8.210, -6.473], [3.757, 5.650, -6.359], [2.139, 5.224, -6.199], [3.344, 4.939, -4.886], [0.146, -13.477, 0.404], [-0.529, -12.538, 1.465], [-1.646, -11.704, 0.849], [-2.059, -10.339, 1.473], [-3.034, -9.700, 0.522], [-3.490, -8.374, 1.020], [-4.181, -8.646, 2.402], [-3.360, -9.381, 3.447], [-2.716, -10.603, 2.752], [-0.909, -9.337, 1.608], [0.558, -12.894, -0.437], [-0.520, -14.201, -0.026], [1.024, -14.011, 0.867], [0.330, -12.013, 1.886], [-0.834, -13.163, 2.305], [-2.564, -12.200, 0.757], [-1.347, -11.465, -0.240], [-3.801, -10.496, 0.477], [-2.584, -9.542, -0.458], [-4.292, -8.000, 0.391], [-2.684, -7.567, 1.092], [-5.080, -9.193, 2.125], [-4.613, -7.704, 2.760], [-4.017, -9.840, 4.237], [-2.622, -8.834, 3.997], [-3.501, -11.284, 2.462], [-1.974, -11.110, 3.374], [-0.005, -9.880, 1.918], [-1.201, -8.609, 2.345], [-0.760, -8.874, 0.638], [-5.414, -4.470, 6.784], [-4.233, -3.607, 6.232], [-2.920, -4.378, 6.110], [-1.729, -3.461, 5.848], [-1.414, -2.608, 7.052], [-0.113, -1.754, 6.854], [0.983, -2.672, 6.335], [0.652, -3.565, 5.204], [-0.601, -4.324, 5.441], [-2.030, -2.465, 4.759], [-5.758, -5.170, 5.998], [-6.343, -3.792, 6.887], [-5.063, -4.923, 7.672], [-4.001, -2.899, 7.038], [-4.586, -3.084, 5.329], [-2.997, -5.115, 5.275], [-2.672, -4.775, 7.071], [-1.445, -3.317, 7.898], [-2.215, -1.936, 7.239], [0.200, -1.451, 7.921], [-0.261, -0.860, 6.194], [1.434, -3.231, 7.147], [1.793, -2.018, 5.976], [1.440, -4.290, 5.030], [0.652, -3.037, 4.269], [-0.387, -5.026, 6.277], [-0.946, -4.862, 4.632], [-2.367, -2.998, 3.892], [-1.082, -1.884, 4.521], [-2.828, -1.814, 5.043], [0.925, 7.854, 6.003], [1.887, 7.000, 5.110], [1.410, 6.846, 3.686], [2.273, 5.967, 2.842], [1.835, 6.230, 1.386], [2.498, 7.470, 0.707], [4.025, 7.520, 0.858], [4.384, 7.468, 2.345], [3.858, 6.151, 2.980], [2.138, 4.552, 3.085], [0.756, 8.811, 5.510], [1.393, 8.062, 6.944], [-0.053, 7.387, 6.137], [2.058, 6.035, 5.595], [2.830, 7.592, 5.105], [1.337, 7.844, 3.171], [0.477, 6.380, 3.638], [0.756, 6.218, 1.442], [2.090, 5.342, 0.839], [2.113, 8.494, 0.964], [2.110, 7.328, -0.318], [4.468, 8.459, 0.435], [4.510, 6.615, 0.475], [4.014, 8.328, 2.945], [5.497, 7.488, 2.536], [4.064, 6.063, 4.047], [4.278, 5.282, 2.385], [2.666, 3.986, 2.332], [1.122, 4.172, 3.048], [2.528, 4.403, 4.070], [9.074, 3.141, -0.897], [7.551, 3.365, -0.964], [7.392, 4.830, -1.287], [6.940, 2.497, -2.039], [6.856, 3.022, 0.341], [5.355, 3.090, 0.487], [4.837, 4.435, 0.488], [9.280, 2.130, -0.535], [9.514, 3.841, -0.209], [9.426, 3.145, -1.916], [7.873, 4.880, -2.244], [7.902, 5.422, -0.494], [6.384, 5.217, -1.207], [6.163, 3.041, -2.531], [6.439, 1.662, -1.625], [7.760, 2.192, -2.633], [7.300, 3.667, 1.100], [7.072, 1.997, 0.654], [5.190, 2.637, 1.533], [4.803, 2.501, -0.210], [4.132, 4.479, -0.116], [-0.555, -6.873, -1.332], [-0.374, -4.672, 2.084], [-1.194, -5.617, 1.976], [0.515, -3.934, 1.788], [0.469, -7.126, -1.634], [-0.719, -5.796, -1.259], [-1.325, -7.636, -1.303]], "homo_ev": -9.3, "charge": 4, "homo_lumo_gap_ev": 3.08}



{"formula": "C55H35I4N6ReS2SeSi", "method": "the ωB97M-V functional and the def2-TZVPD basis", "symbols": ["Re", "I", "C", "C", "C", "C", "C", "C", "C", "C", "C", "C", "C", "C", "C", "C", "C", "C", "I", "C", "C", "C", "N", "C", "C", "C", "C", "C", "C", "I", "C", "C", "C", "C", "C", "C", "N", "C", "C", "C", "C", "C", "N", "C", "C", "C", "C", "I", "C", "C", "C", "C", "N", "H", "H", "H", "H", "H", "H", "H", "H", "H", "H", "H", "H", "H", "H", "H", "H", "H", "H", "H", "H", "H", "H", "H", "H", "S", "C", "C", "C", "C", "N", "C", "C", "C", "S", "C", "N", "H", "H", "C", "Si", "C", "C", "Se", "H", "H", "H", "H", "H", "H", "H", "H", "H"], "positions_angstrom": [[-0.082, 0.124, 0.028], [-4.431, -4.861, -7.212], [-3.450, -3.998, -5.574], [-2.182, -4.433, -5.230], [-1.532, -3.842, -4.153], [-2.119, -2.804, -3.433], [-3.410, -2.408, -3.786], [-4.079, -2.996, -4.850], [-1.405, -2.073, -2.347], [-2.083, -1.983, -1.084], [-3.205, -2.685, -0.641], [-3.426, -2.318, 0.699], [-2.440, -1.402, 1.023], [-2.142, -0.629, 2.283], [-2.976, -1.103, 3.456], [-2.444, -1.782, 4.542], [-3.250, -2.190, 5.600], [-4.605, -1.919, 5.562], [-5.839, -2.528, 7.141], [-5.167, -1.251, 4.482], [-4.349, -0.849, 3.437], [-2.226, 0.848, 2.033], [-1.324, 1.350, 1.171], [-1.453, 2.725, 1.198], [-0.510, 3.590, 0.583], [-0.782, 5.054, 0.694], [-1.814, 5.603, -0.064], [-2.127, 6.953, 0.031], [-1.403, 7.752, 0.904], [-1.863, 9.791, 1.053], [-0.386, 7.225, 1.681], [-0.078, 5.873, 1.568], [0.597, 3.172, -0.099], [1.680, 4.009, -0.539], [2.574, 3.217, -1.174], [2.023, 1.881, -1.222], [0.873, 1.851, -0.490], [2.465, 0.826, -2.045], [1.651, -0.246, -2.400], [1.718, -0.924, -3.681], [0.575, -1.617, -3.839], [-0.203, -1.487, -2.623], [0.504, -0.622, -1.753], [3.815, 0.874, -2.671], [4.247, 1.908, -3.498], [5.543, 1.936, -4.001], [6.414, 0.909, -3.680], [8.388, 0.963, -4.384], [6.004, -0.156, -2.892], [4.706, -0.166, -2.397], [-2.488, 3.070, 2.084], [-2.969, 1.878, 2.623], [-1.622, -1.209, -0.042], [-1.696, -5.219, -5.791], [-0.557, -4.212, -3.857], [-3.887, -1.609, -3.232], [-5.075, -2.668, -5.116], [-3.771, -3.407, -1.210], [-4.200, -2.690, 1.354], [-1.385, -2.008, 4.574], [-2.815, -2.711, 6.443], [-6.230, -1.049, 4.453], [-4.783, -0.335, 2.588], [-2.378, 4.964, -0.733], [-2.927, 7.370, -0.566], [0.157, 7.845, 2.382], [0.713, 5.457, 2.182], [1.755, 5.071, -0.357], [3.519, 3.520, -1.599], [2.523, -0.814, -4.392], [0.277, -2.166, -4.719], [3.556, 2.696, -3.773], [5.860, 2.747, -4.643], [6.684, -0.964, -2.661], [4.379, -0.981, -1.760], [-2.800, 4.071, 2.343], [-3.738, 1.770, 3.373], [2.352, -0.074, 1.391], [1.600, 0.905, 2.620], [2.118, 2.138, 3.027], [1.445, 2.924, 3.956], [1.949, 4.244, 4.253], [2.346, 5.307, 4.443], [0.268, 2.463, 4.560], [-0.241, 1.222, 4.187], [0.393, 0.492, 3.204], [-0.277, -0.953, 2.437], [-0.427, 3.262, 5.534], [-0.985, 3.901, 6.311], [3.031, 2.499, 2.572], [-1.150, 0.864, 4.650], [2.336, -4.272, -2.222], [2.413, -4.894, -0.462], [1.505, -6.530, -0.358], [4.208, -5.130, 0.013], [1.390, -3.438, 0.942], [2.622, -5.048, -2.941], [3.000, -3.413, -2.363], [1.319, -3.938, -2.449], [1.841, -7.198, -1.157], [0.428, -6.380, -0.462], [1.685, -7.019, 0.603], [4.738, -5.759, -0.711], [4.284, -5.592, 1.003], [4.713, -4.160, 0.065]], "homo_ev": [-4.3, -4.3], "charge": -1, "spin_multiplicity": 2, "homo_lumo_gap_ev": [5.51, 4.40]}



{"formula": "C55H39IrN5O8", "method": "the ωB97M-V functional and the def2-TZVPD basis", "symbols": ["Ir", "C", "O", "C", "C", "C", "C", "C", "C", "C", "C", "C", "C", "C", "N", "C", "C", "C", "C", "C", "C", "C", "C", "C", "C", "O", "C", "C", "C", "C", "N", "C", "C", "C", "C", "C", "C", "O", "C", "C", "C", "C", "C", "C", "C", "N", "C", "C", "N", "C", "C", "C", "C", "O", "C", "C", "C", "H", "H", "H", "H", "H", "H", "H", "H", "H", "H", "H", "H", "H", "H", "H", "H", "H", "H", "H", "H", "H", "H", "H", "H", "H", "H", "H", "H", "H", "H", "H", "H", "H", "H", "H", "H", "O", "C", "O", "C", "C", "C", "N", "C", "C", "C", "O", "O", "H", "H", "H"], "positions_angstrom": [[0.488, 0.316, -0.193], [2.085, -5.966, 6.609], [2.969, -4.874, 6.443], [2.723, -4.011, 5.429], [1.662, -4.129, 4.537], [1.514, -3.201, 3.519], [2.398, -2.132, 3.378], [3.450, -2.019, 4.287], [3.617, -2.950, 5.293], [2.170, -1.204, 2.246], [2.251, -1.764, 0.938], [2.900, -3.013, 0.612], [2.834, -3.161, -0.736], [2.100, -2.039, -1.247], [1.825, -1.184, -0.205], [1.594, -1.928, -2.556], [0.648, -0.995, -2.959], [-0.055, -0.986, -4.214], [-1.045, -0.066, -4.107], [-0.945, 0.513, -2.785], [-1.757, 1.563, -2.205], [-3.169, 1.573, -2.289], [-3.905, 0.438, -2.733], [-5.273, 0.416, -2.731], [-5.999, 1.532, -2.286], [-7.320, 1.617, -2.267], [-8.072, 0.434, -2.500], [-5.298, 2.653, -1.810], [-3.936, 2.666, -1.791], [-1.030, 2.573, -1.436], [-0.138, 2.225, -0.495], [0.342, 3.383, 0.086], [1.099, 3.411, 1.258], [1.561, 4.720, 1.794], [2.771, 5.237, 1.347], [3.295, 6.406, 1.881], [2.605, 7.076, 2.885], [3.039, 8.203, 3.494], [4.343, 8.656, 3.186], [1.378, 6.576, 3.321], [0.865, 5.413, 2.783], [1.467, 2.261, 1.975], [1.998, 2.230, 3.315], [2.212, 0.931, 3.633], [1.899, 0.147, 2.457], [1.389, 0.976, 1.503], [-0.242, 4.498, -0.586], [-1.107, 3.994, -1.522], [0.088, -0.029, -2.140], [1.947, -3.013, -3.512], [2.921, -2.847, -4.494], [3.245, -3.886, -5.344], [2.591, -5.113, -5.238], [2.979, -6.072, -6.110], [2.322, -7.324, -6.046], [1.609, -5.284, -4.267], [1.298, -4.238, -3.411], [2.474, -6.542, 7.444], [2.055, -6.598, 5.718], [1.073, -5.626, 6.844], [0.949, -4.937, 4.618], [0.689, -3.299, 2.822], [4.170, -1.217, 4.176], [4.450, -2.882, 5.981], [3.356, -3.674, 1.329], [3.223, -3.971, -1.329], [0.176, -1.611, -5.061], [-1.761, 0.231, -4.855], [-3.382, -0.461, -3.023], [-5.787, -0.477, -3.055], [-9.113, 0.719, -2.380], [-7.806, -0.326, -1.763], [-7.916, 0.056, -3.514], [-5.873, 3.488, -1.433], [-3.429, 3.521, -1.367], [3.322, 4.712, 0.576], [4.241, 6.774, 1.508], [4.537, 9.492, 3.852], [4.418, 8.998, 2.150], [5.086, 7.873, 3.363], [0.850, 7.113, 4.098], [-0.082, 5.030, 3.143], [2.162, 3.096, 3.935], [2.569, 0.532, 4.568], [-0.038, 5.534, -0.370], [-1.725, 4.549, -2.207], [3.435, -1.897, -4.585], [4.011, -3.770, -6.098], [2.767, -7.935, -6.827], [1.250, -7.222, -6.234], [2.476, -7.809, -5.079], [1.084, -6.223, -4.161], [0.536, -4.370, -2.651], [-6.837, 0.924, 1.354], [-6.297, 0.473, 0.340], [-6.689, 0.098, -0.781], [-4.707, 0.402, 0.470], [-3.998, 1.518, 0.896], [-2.615, 1.456, 0.915], [-1.954, 0.356, 0.554], [-2.636, -0.729, 0.213], [-4.024, -0.757, 0.143], [-1.829, -2.007, -0.089], [-2.446, -3.046, -0.281], [-0.570, -1.829, -0.098], [-4.515, 2.421, 1.194], [-2.017, 2.310, 1.221], [-4.514, -1.664, -0.178]], "homo_ev": [-6.1, -7.6], "spin_multiplicity": 6, "homo_lumo_gap_ev": [4.52, 4.08]}